Record 1
A cluster of 2 separate species, C4H5BrFN in total. Source: the OMol25 dataset; level of theory: wB97M-V/def2-TZVPD.

Structure (XYZ):
```
12
Properties=species:S:1:pos:R:3:forces:R:3:mulliken_charge:R:1
C -2.2758 -2.1681 0.0445 -1.1 1.2 0.0 -0.084
C 1.2052 0.2939 -0.1709 1.4 0.3 0.3 0.631
C -0.0278 -0.1072 -0.1599 -3.6 -1.5 0.0 -0.057
C 1.7359 1.6962 0.0418 -2.9 1.3 3.5 -1.112
N -1.0816 -2.3090 -0.1448 2.8 1.2 0.1 -0.315
F 2.1195 -0.6747 -0.3946 0.6 0.3 0.1 -0.256
Br -1.5150 0.9844 0.0445 0.2 0.0 0.0 -0.109
H -2.8933 -2.9799 0.3750 -0.2 -1.0 -0.1 0.295
H -2.8606 -1.2437 -0.0515 0.3 0.6 0.1 0.110
H 2.5364 1.9592 -0.5006 3.0 0.3 -2.5 0.380
H 2.0852 2.0566 1.1151 -0.9 -1.6 -1.6 0.228
H 0.9719 2.4922 -0.1987 0.5 -1.2 0.1 0.288
```
Forces are in eV/Å.

Summary:
Calculated total energy = -2883.842532 a.u.
Maximum force = 0.0922 hartree/bohr

=====

Record 2
The ion C27H54N4O2P with charge -1. Source: the OMol25 dataset; level of theory: wB97M-V/def2-TZVPD.

Structure (XYZ):
```
88
Properties=species:S:1:pos:R:3:forces:R:3:mulliken_charge:R:1
C 6.0085 -2.1952 0.9719 0.2 0.6 0.7 -1.240
C 4.6931 -2.0112 1.7630 0.6 -0.4 0.1 -0.181
C 3.7538 -3.2296 1.7430 -0.7 0.9 -0.1 -0.706
C 3.1077 -3.5765 0.3719 1.2 -0.6 -0.1 -0.789
C 2.9846 -2.4193 -0.6234 -0.5 0.4 0.3 -0.672
C 2.0232 -1.2929 -0.1467 0.9 -0.2 0.1 -0.356
P 0.2514 -1.4947 -0.8627 0.4 -1.0 -1.3 2.929
C -1.4853 -1.8747 -1.6397 -0.5 0.6 0.3 -2.151
C -2.5811 -0.8212 -1.3558 -0.4 -0.6 -1.2 0.443
C -3.5557 -0.6747 -2.5575 -0.5 -0.4 1.1 -1.055
C -4.7520 0.2340 -2.1941 -0.3 -0.2 -0.8 0.278
N -6.0651 -0.4900 -2.3228 -0.2 0.6 0.5 -0.438
C -6.9247 -0.1925 -1.2288 -0.7 -0.2 0.8 0.539
N -7.4653 -1.1241 -0.5534 0.1 0.0 -0.6 -0.686
N -7.1800 1.2164 -0.9505 0.4 -0.3 -0.1 -0.580
C 0.8809 -0.9384 -2.6062 0.0 0.6 -0.3 -1.884
C 0.2076 0.3569 -3.1627 1.4 -0.2 -0.8 0.592
C 1.2321 1.4830 -3.5378 -1.0 0.4 0.3 -1.276
N 1.2357 2.6108 -2.5875 0.8 0.0 -0.2 -0.446
C 1.9223 2.2879 -1.3345 -0.3 0.5 0.4 0.876
C 2.5208 3.5029 -0.6525 0.0 -0.6 -0.4 0.080
C 3.8876 3.6382 -0.5419 0.6 -0.5 -0.2 -0.763
C 4.4604 4.7135 0.0877 1.2 0.5 0.2 -0.611
C 3.6927 5.7157 0.6370 0.2 0.0 0.0 -0.450
C 2.3280 5.5870 0.5354 -0.4 1.1 0.7 -0.198
C 1.7646 4.5087 -0.0906 -1.0 -0.2 -0.4 0.391
O 0.3751 4.4177 -0.1293 -0.1 0.1 0.0 -0.631
O -0.3665 -2.0699 0.6948 -0.1 0.9 0.1 -0.793
C -0.4666 -1.1207 1.7187 -0.4 -1.2 0.6 -1.013
C -1.9235 -0.6793 2.0605 1.1 1.2 1.6 1.091
C -2.2173 0.7955 1.6485 -0.9 -0.9 -1.0 -1.303
C -2.0681 -0.7168 3.6271 -1.0 0.1 -0.3 -0.100
C -2.1638 -2.1502 4.1858 1.0 0.4 0.3 -1.528
C -1.0379 0.1441 4.3651 0.1 0.1 0.3 -1.458
H 6.7682 -1.5594 1.4525 0.0 -0.1 -0.2 0.384
H 6.3890 -3.2194 1.0600 -0.2 0.1 -0.3 0.252
H 5.9583 -1.8532 -0.0639 -0.1 -0.4 0.0 0.312
H 4.2087 -1.0819 1.4525 -0.1 -0.2 -0.1 0.077
H 4.9858 -1.8617 2.8138 -0.1 0.0 -0.1 0.474
H 2.9251 -3.0022 2.4302 0.2 -0.1 0.0 0.174
H 4.3100 -4.0689 2.1815 -0.2 -0.1 -0.2 0.493
H 2.1535 -4.0853 0.5433 0.0 0.3 -0.1 0.296
H 3.7646 -4.3304 -0.0988 -0.2 0.1 0.0 0.422
H 2.6631 -2.8402 -1.5866 -0.1 0.1 0.1 0.599
H 3.9639 -1.9634 -0.8183 0.0 -0.3 0.1 0.079
H 2.0890 -1.2951 0.9508 -0.4 0.1 -0.1 0.427
H 2.4874 -0.3488 -0.4717 -0.4 0.0 0.1 -0.362
H -0.1045 -0.1028 -0.5897 -0.1 0.0 0.3 -1.035
H 0.5952 -2.8817 -1.1731 -0.1 0.0 0.1 -0.596
H -1.8131 -2.8194 -1.1893 0.2 0.1 -0.1 0.521
H -1.4444 -2.0393 -2.7269 0.3 0.1 0.1 0.468
H -2.1984 0.1856 -1.1514 0.1 -0.3 0.4 0.028
H -3.2096 -1.2130 -0.5463 0.2 0.6 0.2 0.467
H -3.9929 -1.6708 -2.6978 0.2 0.2 -0.4 0.325
H -3.0452 -0.3491 -3.4689 0.0 0.0 0.1 0.305
H -4.6852 0.5649 -1.1519 0.3 0.1 -0.2 -0.346
H -4.8029 1.0988 -2.8679 0.2 0.1 0.4 0.368
H -6.5688 -0.1058 -3.1202 0.3 -0.2 -0.1 0.287
H -8.0588 -0.7321 0.1756 0.1 0.0 0.1 0.213
H -8.0328 1.3229 -0.4123 0.0 -0.2 0.0 0.270
H -6.4326 1.5321 -0.3350 0.0 0.3 -0.3 0.229
H 1.9686 -0.7629 -2.6410 -0.1 -0.1 0.2 0.631
H 0.7116 -1.7388 -3.3398 -0.1 0.0 0.3 0.571
H -0.2601 0.0873 -4.1197 -0.5 0.2 0.4 0.465
H -0.4958 0.8280 -2.4673 -0.2 -0.4 -0.1 -0.341
H 2.2539 1.1010 -3.6189 -0.1 0.0 0.0 0.423
H 0.9593 1.9196 -4.5090 0.1 -0.2 0.1 0.353
H 0.2837 2.9037 -2.4043 0.0 -0.2 0.0 0.280
H 2.7620 1.6264 -1.5619 -0.3 -0.1 0.0 0.399
H 1.2419 1.8005 -0.6175 0.3 -0.2 -0.1 -0.689
H 4.5664 2.8804 -0.9277 -0.3 -0.1 -0.1 0.376
H 5.5445 4.7777 0.1542 -0.1 -0.1 0.0 0.353
H 4.1573 6.5612 1.1328 -0.1 0.0 0.0 0.369
H 1.6796 6.3483 0.9633 0.0 -0.2 -0.1 0.396
H 0.0633 4.6910 -0.9990 0.1 -0.1 0.0 0.287
H 0.1990 -0.2501 1.6008 -0.2 0.0 -0.3 0.205
H -0.1057 -1.6297 2.6339 0.1 0.1 -0.2 0.170
H -2.6687 -1.3857 1.6899 0.3 0.1 -0.4 0.414
H -3.1425 0.7752 1.0503 0.1 0.3 0.1 -0.141
H -2.4218 1.4497 2.4980 0.3 0.0 -0.1 0.678
H -1.4518 1.1967 0.9780 0.0 0.1 0.3 0.036
H -3.0478 -0.2421 3.8186 0.1 -0.1 0.0 0.604
H -2.5128 -2.8649 3.4364 -0.1 0.1 0.2 0.327
H -1.1534 -2.4511 4.5019 -0.2 -0.2 -0.2 0.329
H -2.7664 -2.1909 5.1009 -0.1 0.0 -0.3 0.436
H -0.0041 -0.1338 4.1348 -0.2 -0.1 0.1 0.227
H -1.1754 0.0716 5.4537 0.0 -0.1 -0.2 0.441
H -1.1347 1.2112 4.1360 0.0 -0.2 -0.1 0.363
```
Forces are in eV/Å.

Summary:
Calculated total energy = -1771.937708 a.u.
Maximum force = 0.0451 hartree/bohr
Net charge = -1

=====

Record 3
The molecule C23H26N2O4. Source: the OMol25 dataset; level of theory: wB97M-V/def2-TZVPD.

Structure (XYZ):
```
55
Properties=species:S:1:pos:R:3:forces:R:3:mulliken_charge:R:1
C 1.8686 3.1782 -1.5100 -0.3 0.0 -0.1 -1.103
C 0.4264 3.6741 -1.5450 0.1 0.2 0.0 -0.107
C -0.0037 4.3884 -0.2625 0.0 -0.2 -0.1 -0.709
C -0.0012 3.5229 1.0060 -0.2 0.3 0.0 -0.673
C -1.0928 2.4739 0.9957 0.3 0.3 0.1 0.239
O -2.1274 2.5787 1.6113 -0.2 0.0 0.1 -0.638
N -0.7964 1.3976 0.1928 -0.1 -0.4 -0.4 0.369
C -1.4757 0.1689 0.1803 0.2 -0.3 0.0 0.141
C -0.7480 -0.9842 0.3127 0.0 0.0 0.1 0.303
C 0.7043 -0.9399 0.5606 0.1 0.1 0.1 -0.592
C 1.2598 -0.1503 1.5637 0.0 -0.2 -0.1 -0.229
C 2.6258 -0.1445 1.7546 0.2 -0.1 -0.1 -0.871
C 3.4836 -0.9240 0.9827 -0.1 0.1 0.1 0.440
O 4.8029 -0.7697 1.2933 -0.4 0.2 0.0 -0.472
C 5.7808 -1.6511 0.7895 0.4 -0.2 -0.1 -0.750
C 2.9261 -1.7495 -0.0123 0.2 0.0 0.0 1.018
O 3.7655 -2.5332 -0.7636 0.0 0.4 0.3 -0.475
C 3.1949 -3.5071 -1.6051 -0.1 -0.2 -0.2 -0.926
C 1.5525 -1.7311 -0.2077 0.1 0.1 0.0 -0.395
C -1.3971 -2.2809 0.2060 -0.1 0.3 -0.1 0.421
O -0.7969 -3.3480 0.1463 0.0 0.0 0.1 -0.767
C -2.8650 -2.2077 0.2188 -0.2 0.0 0.0 0.394
C -3.5983 -3.3898 0.3432 0.0 0.1 0.0 -0.487
C -4.9725 -3.3712 0.3714 0.1 -0.1 0.0 -0.749
C -5.6386 -2.1527 0.2840 0.1 0.1 0.0 -0.550
C -4.9385 -0.9739 0.1535 -0.1 0.1 0.0 -0.625
C -3.5390 -0.9810 0.1105 0.0 -0.6 0.0 0.274
N -2.8182 0.1865 -0.0438 0.2 0.2 0.2 -0.045
C -3.4786 1.3741 -0.5380 -0.3 0.4 -0.1 -1.535
H 2.0188 2.4021 -0.7619 0.1 -0.1 0.1 0.133
H 2.5453 3.9997 -1.2856 0.1 0.1 0.1 0.347
H 2.1449 2.7640 -2.4768 0.1 -0.1 0.0 0.372
H 0.3260 4.3853 -2.3684 -0.1 -0.1 0.0 0.415
H -0.2460 2.8408 -1.7572 0.0 0.1 -0.1 0.052
H -1.0080 4.7955 -0.4016 0.0 0.1 0.0 0.321
H 0.6715 5.2300 -0.0929 0.0 0.1 0.0 0.412
H 0.9723 3.0490 1.1378 0.1 -0.1 0.0 0.250
H -0.1903 4.1697 1.8641 0.0 -0.2 0.0 0.375
H 0.1786 1.2993 -0.0646 -0.1 0.0 0.1 0.099
H 0.6266 0.4307 2.2182 -0.1 0.0 0.1 0.609
H 3.0723 0.4615 2.5275 0.1 0.0 0.1 0.425
H 5.5547 -2.6896 1.0408 0.0 0.1 0.0 0.299
H 6.7084 -1.3537 1.2790 0.0 0.0 0.0 0.296
H 5.8930 -1.5584 -0.2926 0.0 0.0 0.1 0.235
H 2.4904 -4.1442 -1.0633 0.0 0.0 0.0 0.386
H 2.6887 -3.0518 -2.4627 0.0 0.0 0.0 0.314
H 4.0313 -4.1073 -1.9617 -0.1 0.0 0.0 0.255
H 1.1105 -2.3496 -0.9690 0.0 -0.1 -0.1 0.475
H -3.0410 -4.3114 0.4185 0.1 -0.1 0.0 0.476
H -5.5322 -4.2886 0.4690 0.0 -0.1 0.0 0.392
H -6.7176 -2.1255 0.3249 -0.1 0.0 0.0 0.411
H -5.4804 -0.0430 0.1167 0.0 0.1 0.0 0.472
H -3.9522 1.9338 0.2705 0.0 -0.1 -0.1 0.370
H -2.7454 2.0207 -1.0168 -0.1 -0.1 0.0 0.280
H -4.2233 1.0875 -1.2805 0.1 0.0 0.0 0.629
```
Forces are in eV/Å.

Summary:
Calculated total energy = -1302.522232 a.u.
Maximum force = 0.0122 hartree/bohr
SMILES string = CCCCC(=O)Nc1c(-c2ccc(OC)c(OC)c2)c(=O)c2ccccc2n1C

=====

Record 4
A structure of composition C51H42N5P2Se3SiTeV. Source: the OMol25 dataset; level of theory: wB97M-V/def2-TZVPD.

Structure (XYZ):
```
106
Properties=species:S:1:pos:R:3:forces:R:3:lowdin_spin:R:1
V -9.5253 -5.6248 19.9893 0.5 0.3 0.5 2.748
C -11.6762 -2.2058 19.7891 0.3 -0.9 -0.8 -0.001
Si -10.5610 -3.5283 18.7628 -0.2 0.3 0.5 0.019
C -8.9708 -2.5407 18.2930 0.8 -0.7 -0.3 0.004
C -9.0224 -1.1758 17.9935 -1.8 -0.2 0.1 0.000
C -8.0240 -0.5398 17.3114 -0.4 1.8 0.2 0.000
C -6.8409 -1.2071 17.0268 0.7 -0.1 -0.7 0.000
C -6.6725 -2.5524 17.3205 -2.0 -0.9 0.4 -0.001
C -7.7842 -3.2517 17.9384 1.0 1.6 -0.1 0.001
P -7.6938 -5.0214 18.3486 -0.5 -0.8 0.6 0.032
C -6.0032 -5.5123 18.8691 0.5 1.4 -0.7 0.004
C -4.9530 -4.6309 19.1017 0.6 -1.4 -0.1 0.000
C -3.6588 -5.1369 19.3101 0.1 1.7 -0.4 0.000
C -3.3461 -6.4542 19.1816 -1.7 -0.5 0.1 0.000
C -4.4397 -7.3121 18.9651 0.9 -0.6 0.7 0.000
C -5.7362 -6.8756 18.8707 -0.8 0.6 0.2 0.001
C -7.8577 -5.8788 16.7376 -0.9 0.5 -0.2 0.009
C -6.7846 -6.3931 16.0518 0.8 -0.1 -0.4 0.001
C -6.9381 -7.0609 14.8657 -0.4 -1.3 -1.2 0.001
C -8.2140 -7.3483 14.3801 0.6 0.6 -0.1 0.001
C -9.2934 -6.8249 15.0346 0.0 0.6 1.3 0.001
C -9.1449 -6.0636 16.1879 1.8 -0.7 0.2 0.008
C -11.2593 -3.6586 16.9216 -1.5 0.7 0.4 -0.004
C -10.6157 -3.0547 15.8524 1.1 -0.9 0.1 -0.002
C -10.8626 -3.3961 14.5450 -1.4 -0.2 -0.4 0.000
C -12.0149 -4.1424 14.2507 0.2 0.1 1.3 -0.002
C -12.8748 -4.5833 15.2780 2.0 1.1 -0.8 0.000
C -12.4573 -4.3295 16.5650 -0.7 -0.5 2.2 -0.001
P -13.5385 -4.9218 18.0104 -0.1 0.6 -0.8 0.000
C -15.2677 -4.2609 17.5331 0.3 -1.2 -0.8 0.000
C -15.8395 -3.0921 18.0340 -0.4 0.2 0.0 0.000
C -17.1198 -2.6335 17.6904 0.7 -2.6 -1.4 0.000
C -17.8675 -3.4129 16.7861 1.3 1.1 1.3 0.000
C -17.3290 -4.6055 16.3617 -1.0 -0.5 -0.6 0.000
C -16.0599 -5.0512 16.6718 -0.1 0.5 0.6 0.000
C -13.7867 -6.7118 17.6028 -0.1 0.2 0.7 0.000
C -14.7745 -7.3485 18.4150 2.0 0.3 -1.9 0.000
C -14.9442 -8.6906 18.2652 0.2 -1.5 -0.8 0.000
C -14.1359 -9.4795 17.3863 0.2 2.4 1.0 0.000
C -13.0633 -8.8515 16.7766 -0.8 -0.3 -0.7 0.000
C -12.9326 -7.4688 16.7913 -1.0 0.1 1.7 0.001
H -12.1339 -1.4943 19.0694 0.5 0.1 0.7 -0.001
H -11.0500 -1.7700 20.6068 -0.6 0.0 -0.8 0.000
H -12.5270 -2.7612 20.2220 0.4 0.1 0.0 0.000
H -10.0062 -0.6502 18.1501 1.2 -0.4 0.0 0.000
H -8.2740 0.5317 17.0407 1.0 -1.3 0.1 0.000
H -6.0487 -0.7011 16.4850 0.0 0.1 0.1 0.000
H -5.8010 -3.1327 16.9902 -0.3 0.5 0.2 0.000
H -5.0492 -3.5799 19.0812 -0.4 0.9 0.2 0.000
H -2.8695 -4.4080 19.4584 0.0 0.0 0.2 0.000
H -2.3588 -6.8269 19.3633 0.3 -0.2 -0.1 0.000
H -4.1974 -8.3479 19.0253 -0.2 -0.8 -0.2 0.000
H -6.6721 -7.4353 18.8739 0.8 -0.9 -0.3 0.001
H -5.7872 -6.3699 16.4371 0.4 0.4 0.3 0.000
H -6.0888 -7.4809 14.3229 0.0 0.2 0.3 0.000
H -8.4051 -7.9113 13.4882 0.3 -0.3 -0.3 0.000
H -10.2742 -7.0706 14.7514 -1.2 -0.2 -0.7 0.000
H -9.9731 -5.7681 16.7733 -0.9 0.4 0.3 0.005
H -9.7325 -2.4892 16.0280 0.5 0.5 0.2 0.000
H -10.1792 -3.0361 13.7829 -0.3 -0.1 -0.2 0.000
H -12.2687 -4.3754 13.2647 -0.2 -0.3 -1.5 0.000
H -13.7577 -5.1410 15.0723 -0.6 -0.2 -0.2 0.000
H -15.3096 -2.4929 18.7331 0.7 0.3 0.6 0.000
H -17.5543 -1.8034 18.1439 -0.4 1.5 0.6 0.000
H -18.8157 -3.0465 16.4636 -0.7 -0.2 -0.1 0.000
H -18.0297 -5.2307 15.8330 0.2 -0.4 -0.6 0.000
H -15.7460 -6.0319 16.3096 0.0 0.4 0.1 0.000
H -15.3068 -6.7255 19.0864 -0.7 0.2 0.6 0.000
H -15.7073 -9.1787 18.8253 -0.5 -0.4 0.4 0.000
H -14.2865 -10.5069 17.2116 -0.3 -1.1 0.2 0.000
H -12.4046 -9.4438 16.1675 0.3 -0.1 -0.2 0.000
H -12.1120 -7.0096 16.3168 0.7 0.5 -0.7 0.000
N -11.3204 -4.6890 23.8385 0.4 -0.2 -1.5 0.005
C -10.4712 -4.7974 22.7497 -0.6 0.2 1.8 0.021
N -10.8121 -5.2990 21.6245 -0.3 -0.5 0.2 0.014
C -12.1013 -5.8428 21.4882 0.9 0.8 0.7 0.006
N -12.3731 -6.5895 20.5061 -0.2 -1.5 -0.5 0.008
N -11.2155 -7.0116 19.7894 0.5 2.0 0.1 0.010
C -11.2689 -8.2222 19.4798 -1.4 -1.7 -0.4 0.043
C -10.2888 -9.1543 18.9051 0.0 -1.7 0.6 0.002
C -10.5438 -10.5089 19.2727 0.0 1.1 -0.1 0.010
C -9.6268 -11.4797 18.9586 0.0 -1.2 -0.6 0.001
C -8.4866 -11.1374 18.2618 -0.1 1.7 -1.6 0.011
C -8.3853 -9.7773 17.8012 0.1 -1.5 0.5 -0.002
N -9.2549 -8.8441 18.1363 0.0 0.9 0.2 0.013
C -13.1015 -5.5246 22.5268 1.1 0.6 -0.2 0.001
C -14.4245 -5.7250 22.2767 -1.3 0.6 0.5 0.000
C -15.4027 -5.3362 23.1991 2.3 0.4 0.6 0.001
C -14.9959 -4.7828 24.4402 1.1 -1.0 -1.0 0.000
C -13.6134 -4.6301 24.7151 -0.9 0.7 1.0 0.001
C -12.6793 -4.9139 23.7242 -0.1 -0.7 -0.4 0.001
H -10.9518 -4.1511 24.5766 0.2 0.4 1.0 0.000
H -9.4710 -4.4087 22.9384 -0.1 -0.1 -0.4 0.001
H -12.1929 -8.7621 19.7398 0.2 0.3 0.0 0.002
H -11.4583 -10.7821 19.7743 -0.1 0.1 0.1 0.000
H -9.8565 -12.5584 19.0784 0.2 0.9 0.4 0.000
H -7.8604 -11.8971 17.8043 0.2 0.1 0.4 0.001
H -7.5954 -9.4386 17.1222 -0.1 -0.3 0.3 0.000
H -14.6838 -6.0601 21.2918 -0.2 -0.4 -0.2 0.000
H -16.3892 -5.4199 22.8666 -1.6 -0.1 0.1 0.000
H -15.7193 -4.5608 25.2032 -0.2 0.2 0.1 0.000
H -13.2978 -4.2267 25.7248 -0.3 -0.5 -1.4 0.000
Se -8.3303 -7.7309 21.0916 0.2 0.2 0.8 0.002
Se -7.9889 -7.1128 23.3842 -0.1 0.0 -0.6 0.021
Te -6.3019 -5.1930 23.2242 -0.3 -0.3 -0.3 0.006
Se -7.4747 -3.8505 21.4680 -0.4 0.2 -0.2 -0.006
```
Forces are in eV/Å.

Summary:
Multiplicity = 4
Calculated total energy = -11631.040650 a.u.
Maximum force = 0.0595 hartree/bohr
Net charge = -1

=====

> The highest calculated total energy belongs to which entry?

C23H26N2O4

=====

> Which value of calculated total energy does entry 2 give?

-1771.937708 a.u.